1.
C43H31F12MnN2O3S2Sb | ωB97M-V/def2-TZVPD

As for the total energy: -146328.579 eV.

ORCA input file:
```
! wB97M-V def2-TZVPD RIJCOSX def2/J DEFGRID3
* xyz 3 1
Mn -0.633 -0.015 0.651
C -7.177 1.517 1.061
C -5.717 1.298 1.314
C -5.260 0.740 2.505
C -3.909 0.601 2.716
C -2.986 0.966 1.713
N -1.633 0.945 1.978
C -1.211 1.440 3.120
C -2.099 2.245 3.947
C -1.782 2.523 5.237
C -0.553 2.077 5.759
C -0.193 2.335 7.174
C 0.414 1.489 4.888
C 0.160 1.223 3.583
C 1.268 0.863 2.592
O 0.883 0.026 1.568
C 2.475 0.145 3.270
F 3.173 0.999 4.031
F 3.287 -0.377 2.376
F 2.019 -0.844 4.046
C 1.750 2.218 1.942
F 0.932 2.512 0.936
F 1.702 3.215 2.831
F 2.986 2.110 1.472
C -3.434 1.382 0.437
C -4.783 1.612 0.305
C -2.452 1.702 -0.695
O -1.255 0.965 -0.668
C -2.079 3.206 -0.631
F -3.119 3.992 -0.868
F -1.626 3.484 0.604
F -1.110 3.494 -1.493
C -3.099 1.320 -2.074
F -3.597 0.087 -1.995
F -2.192 1.339 -3.039
F -4.080 2.142 -2.432
H -7.767 1.423 1.970
H -7.544 0.780 0.340
H -7.348 2.501 0.623
H -5.965 0.427 3.266
H -3.537 0.140 3.624
H -2.987 2.674 3.507
H -2.445 3.120 5.850
H -1.070 2.451 7.807
H 0.374 3.275 7.221
H 0.460 1.555 7.566
H 1.397 1.313 5.297
H -5.164 2.038 -0.611
O -1.639 -1.508 1.081
N -1.791 -2.753 0.545
C -2.249 -3.637 1.454
C -2.593 -4.915 1.090
C -2.459 -5.295 -0.234
C -1.942 -4.391 -1.143
C -1.598 -3.107 -0.756
S -1.003 -2.001 -1.977
H -2.332 -3.243 2.453
H -2.961 -5.595 1.846
H -2.730 -6.293 -0.552
H -1.776 -4.666 -2.176
S 0.648 -1.470 -0.831
Sb 2.402 -0.945 -2.452
C 2.180 0.775 -3.544
C 3.134 0.942 -4.551
C 3.077 2.100 -5.314
C 2.095 3.051 -5.061
C 1.166 2.867 -4.043
C 1.200 1.716 -3.266
C 2.318 -2.653 -3.587
C 2.457 -3.898 -2.970
C 2.457 -5.033 -3.766
C 2.320 -4.916 -5.147
C 2.174 -3.672 -5.746
C 2.172 -2.523 -4.966
C 4.054 -0.772 -1.255
C 4.421 0.517 -0.870
C 5.601 0.681 -0.161
C 6.389 -0.423 0.142
C 6.014 -1.703 -0.256
C 4.836 -1.891 -0.964
H 3.909 0.207 -4.747
H 3.802 2.259 -6.102
H 2.059 3.950 -5.663
H 0.413 3.622 -3.851
H 0.494 1.572 -2.461
H 2.551 -3.994 -1.896
H 2.572 -6.009 -3.312
H 2.329 -5.807 -5.762
H 2.064 -3.594 -6.820
H 2.057 -1.553 -5.434
H 3.814 1.378 -1.122
H 5.911 1.672 0.145
H 7.314 -0.285 0.688
H 6.643 -2.552 -0.024
H 4.554 -2.884 -1.286
*
```


2.
C4H5FS | ωB97M-V/def2-TZVPD

The value obtained for the energy above the lowest of the compared OMol25 structures with the same formula, charge and spin is 39.2 kJ/mol.

ORCA input file:
```
! wB97M-V def2-TZVPD RIJCOSX def2/J DEFGRID3
* xyz 0 1
C 0.039 1.774 0.320
C 0.159 0.406 -0.276
C -0.300 -0.730 0.260
C -0.089 -1.990 -0.392
H -0.151 2.520 -0.489
H 0.996 2.055 0.820
H -0.749 1.846 1.072
H -0.753 -0.782 1.227
H 0.413 -2.013 -1.416
F 0.874 0.352 -1.418
S -0.438 -3.438 0.292
*
```


3.
C19H43BiN2OP3S | ωB97M-V/def2-TZVPD

The value obtained for the energy above the lowest of the compared OMol25 structures with the same formula, charge and spin is 430.1 kJ/mol.

ORCA input file:
```
! wB97M-V def2-TZVPD RIJCOSX def2/J DEFGRID3
* xyz 3 1
Bi -0.216 0.318 -0.073
P -1.424 -0.437 -2.554
P 2.249 0.343 -1.861
P -2.096 -1.070 1.350
H 3.755 3.223 1.043
C 3.414 3.041 2.049
C 3.722 1.990 2.800
H 4.216 1.065 2.392
C -2.121 1.046 -3.369
C -0.554 -1.309 -3.873
C -2.901 -1.516 -2.278
C 3.814 0.827 -0.987
C 2.866 -1.270 -2.662
C 2.212 1.445 -3.307
C -1.692 -0.955 3.115
C -2.582 -2.864 1.193
C -3.732 -0.179 1.252
H 2.763 3.855 2.476
H 3.257 1.833 3.835
H -2.736 0.726 -4.213
H -1.290 1.673 -3.708
H -2.708 1.618 -2.645
H -1.258 -1.537 -4.677
H -0.151 -2.231 -3.469
H 0.267 -0.721 -4.271
H -3.433 -1.565 -3.247
H -3.565 -1.127 -1.492
H -2.567 -2.533 -1.982
H 4.422 1.474 -1.669
H 4.404 -0.082 -0.720
H 3.608 1.387 -0.044
H 3.648 -1.017 -3.444
H 2.016 -1.825 -3.146
H 3.305 -1.940 -1.872
H 3.080 1.290 -3.932
H 2.208 2.460 -2.947
H 1.317 1.293 -3.889
H -2.597 -0.676 3.700
H -0.922 -0.161 3.217
H -1.300 -1.926 3.482
H -3.518 -3.042 1.769
H -1.771 -3.502 1.599
H -2.744 -3.095 0.126
H -4.326 -0.497 2.132
H -4.242 -0.517 0.325
H -3.591 0.923 1.265
C -0.991 3.381 1.913
C -1.939 4.409 2.022
C -2.005 5.312 3.072
C -1.019 5.196 4.131
C -0.128 4.136 4.066
C -0.090 3.247 3.013
S -1.452 2.583 0.508
H 1.183 0.990 0.613
H -2.735 4.476 1.249
H -2.727 6.070 3.148
H -1.008 5.950 4.921
H 0.596 4.031 4.905
H 0.638 2.431 3.046
C 1.056 -5.019 -1.771
N 1.115 -4.732 -0.358
C 0.880 -3.460 0.124
N 0.854 -3.371 1.488
O 0.640 -2.492 -0.649
H 0.068 -4.774 -2.227
H 1.236 -6.105 -1.919
H 1.833 -4.441 -2.321
H 1.255 -5.476 0.316
H 0.967 -2.455 1.883
H 1.267 -4.123 2.038
*
```


4.
C4H10N3O | ωB97M-V/def2-TZVPD

The value obtained for the energy above the lowest of the compared OMol25 structures with the same formula, charge and spin is 424.4 kJ/mol.

ORCA input file:
```
! wB97M-V def2-TZVPD RIJCOSX def2/J DEFGRID3
* xyz 1 1
C -1.786 -0.913 0.164
C -2.239 0.288 -0.180
C -0.445 -1.431 0.270
C 0.486 -0.479 -0.377
N -0.063 0.931 0.257
N 1.963 -0.339 -0.044
N 0.988 1.857 0.152
O -1.300 1.338 -0.291
H -2.534 -1.659 0.408
H -3.333 0.610 -0.451
H -0.044 -1.493 1.300
H -0.362 -2.466 -0.287
H 0.350 -0.443 -1.555
H 2.003 -0.831 0.879
H 2.572 -0.704 -0.701
H 0.764 2.504 -0.533
H 1.884 0.841 0.017
H 1.096 2.390 0.971
*
```


5.
C5H9ClFN3O2 | ωB97M-V/def2-TZVPD

The value obtained for the energy above the lowest of the compared OMol25 structures with the same formula, charge and spin is 266.7 kJ/mol.

ORCA input file:
```
! wB97M-V def2-TZVPD RIJCOSX def2/J DEFGRID3
* xyz 0 1
C 2.216 0.305 3.116
C 1.386 -0.827 2.420
C -0.458 -0.954 0.550
C -0.673 1.299 -0.940
C 0.637 1.441 -1.744
H 2.736 -0.066 3.906
H 2.857 1.091 2.389
H 0.601 -0.988 3.240
H 1.858 -1.903 2.359
H 0.591 0.789 1.069
H -1.513 1.871 -1.352
H -0.401 1.826 0.001
H 1.029 2.541 -1.767
H 1.454 0.800 -1.214
N 0.652 -0.352 1.173
N -1.027 -0.027 -0.463
N -2.179 -0.759 -1.321
O -0.565 -2.177 0.648
O -2.561 -1.786 -0.804
F 1.306 1.213 3.711
Cl 0.192 0.895 -3.349
*
```